(1)
130
Properties=species:S:1:pos:R:3:forces:R:3 method="wB97M-V/def2-TZVPD" lumo_energy_ev=-10.5 e_tot_ev=-51724.6460 largest_force_ev_per_a=2.277 total_charge=+5 e_homo_ev=-19.93 mol_weight_da=642.1 homo_lumo_gap_ha=0.3482
C -0.0409 8.5749 -4.9169 1.4 -0.4 0.0
H 0.2735 1.5916 -1.8296 0.2 -0.5 0.3
N 2.5845 -0.5825 4.8461 -1.7 1.1 -0.1
N -1.5246 -6.6729 -1.3241 0.4 0.8 -0.2
C -1.4782 -1.1892 -2.0842 -0.2 -0.5 -0.2
H -2.4263 -3.0627 1.3102 -0.4 -0.6 -0.3
H -3.3797 -9.6100 -3.2891 0.1 0.0 -0.2
H -2.3521 -0.2873 0.3083 -0.1 0.0 -0.1
H -0.9000 -7.3095 -3.3398 -0.4 0.3 0.2
C -5.0967 -3.0743 1.3318 -0.6 -0.8 0.0
H 2.4354 -0.1850 10.5155 -0.5 -0.1 -0.1
N 2.9113 0.3381 -1.6795 0.3 -0.8 0.5
H 1.2512 5.4835 -2.1019 -0.2 0.0 -0.2
H -0.5720 -8.3978 -1.9775 -0.3 -0.1 -0.4
H 1.2929 -1.0835 3.2631 -0.1 0.0 0.0
C 4.4665 6.0097 -3.3529 -0.3 -0.2 -0.6
C -4.9508 -0.9954 0.1381 0.6 0.3 0.2
C 2.6138 -0.9731 -1.7445 0.8 1.0 0.7
C 1.3908 1.1012 3.5424 -0.3 0.2 0.6
H 0.4554 -0.6038 6.8073 0.1 -0.4 -0.3
C -4.0288 -1.1040 2.4140 -0.1 -0.6 0.4
H 2.1956 1.1142 6.2013 0.2 0.0 -0.7
N -4.1793 -1.8690 1.1400 0.2 -0.8 -0.6
H -3.5821 -6.1044 -1.2228 0.0 -0.3 0.3
C 1.1999 2.1721 -1.8520 -0.8 -0.6 -1.1
C 3.5853 0.2148 4.0488 0.8 -0.1 0.8
H 3.5264 4.6288 -2.0503 -0.3 0.0 0.2
C 2.5729 -0.3176 9.4421 0.2 0.6 0.2
H -4.9369 -3.5627 2.2960 -0.4 0.9 0.5
H -6.6572 -0.5195 1.3847 0.3 -0.2 0.2
H -1.5253 6.3888 -6.7298 0.1 -0.2 0.4
H 0.9287 9.0701 -4.9326 -0.2 0.4 -0.3
H -1.7602 6.8619 -4.2767 0.1 0.3 0.0
H 0.4298 -7.0457 -2.1966 -0.2 0.6 0.2
H -1.7201 8.6982 -6.2598 0.0 -0.1 0.0
C -0.8409 -1.3226 -0.7217 -0.1 -0.2 1.1
H 1.8152 -1.6439 7.4002 -0.3 -0.1 -0.2
H -0.1018 6.8776 -7.6306 -0.2 -0.5 -0.1
H -0.9615 7.3374 -2.7584 0.0 -0.1 0.1
H -4.8423 -3.9438 0.7177 0.7 0.7 -0.7
C 2.8991 -2.0260 4.9828 0.9 0.1 0.3
H 4.4077 0.4447 4.7253 0.2 -0.2 -0.2
C 3.7693 0.5357 -0.6140 -0.9 1.1 -0.6
H 1.3630 2.5813 -0.8589 0.4 0.1 -0.1
H 4.5382 -0.9139 0.8554 0.1 0.0 -0.1
H -5.0293 -0.8754 2.7698 0.1 0.1 0.1
C 1.3956 0.0990 8.5460 0.9 -0.1 0.4
H -3.4603 -0.1868 2.2928 -0.1 0.0 -0.3
H -3.5210 -1.7395 3.1386 -0.1 0.0 0.0
H 4.0342 1.5601 -0.4102 0.5 -0.2 0.3
H -7.2601 -2.6479 1.6842 0.2 -0.7 0.1
C -0.5658 6.8883 -6.6442 1.1 0.5 -0.8
H 1.7604 4.9156 -3.6829 -0.1 0.3 -0.3
H 3.1419 2.1674 -2.7147 0.4 -0.4 0.0
H 3.2714 1.7957 2.6313 0.0 0.0 0.0
H 1.4947 1.1815 8.4374 -0.5 0.0 -0.2
H -2.0048 -6.7848 0.7065 0.3 0.0 0.2
C 3.9566 -0.6447 -0.0097 0.2 -0.9 0.3
C -0.8784 6.7257 -3.6513 -0.4 -0.7 -0.4
H -3.1345 -2.7837 -0.3799 0.4 -0.3 0.0
H 4.5769 7.0800 -3.5233 0.2 0.0 0.4
H -6.8570 -3.3190 0.1233 -0.1 0.4 -0.3
H -1.2721 -4.8733 -2.2937 0.6 0.1 -0.1
H -0.6660 -1.1121 -2.8087 -0.3 0.2 -0.3
H 0.7986 1.7249 4.2129 0.2 0.2 0.0
H -4.6782 -1.3436 -0.8591 -0.4 -0.3 0.0
C 0.4658 6.3187 -5.6730 0.3 0.1 0.4
C -1.3936 -7.3489 0.0049 -0.8 -0.1 -0.2
C -3.5359 -8.0475 -2.1663 -0.7 -1.3 0.7
H 0.9455 1.2643 2.5615 0.1 -0.4 -0.1
C -2.9571 -6.6952 -1.8911 0.8 0.6 -0.4
H -0.8668 5.6540 -3.4502 0.3 0.1 0.3
H -0.0955 -5.0774 -0.9534 -0.1 -0.1 0.2
N 3.2452 -1.5903 -0.7240 -0.7 0.6 -1.1
H 3.4471 -0.0936 6.6529 0.1 0.5 0.0
C 2.8800 1.4829 3.5980 0.0 -0.2 -0.3
H -2.1720 -0.3551 -2.1906 0.2 0.2 0.0
H -4.5300 0.0049 0.2304 -0.3 0.1 0.0
H -0.7070 9.0945 -4.2344 0.2 -0.3 0.4
C -6.5149 -2.6237 0.8849 -0.4 -1.0 1.9
C 1.2958 -0.3431 4.0635 0.4 0.2 -0.3
H -0.3114 -2.2825 -0.7107 0.2 0.1 0.2
H -3.4967 -8.6663 -1.2599 0.2 0.2 0.2
H 2.0624 -2.6203 5.3367 -0.3 0.2 -0.4
H 4.3342 5.6135 -4.3657 -0.1 -0.3 0.1
C -2.8444 -2.3705 0.5808 0.0 1.7 0.9
H 1.3938 7.7547 -2.6139 -0.3 0.4 -0.3
H 1.4915 6.4581 -6.0169 -0.1 0.2 -0.2
H 4.0793 -3.5237 -0.7398 -0.1 -0.1 -0.2
H -4.6194 -7.9613 -2.2936 0.0 0.5 -0.4
H 3.3705 6.3181 -1.5488 0.1 -0.2 0.2
H -0.3536 -7.4626 0.2964 0.0 0.4 0.0
H -0.1090 -0.5228 -0.5964 0.2 -0.1 0.1
H 1.9888 -1.4203 -2.4991 0.1 -0.2 0.1
H 3.9645 -0.4292 3.2572 -0.2 0.1 -0.1
C 2.4563 0.0581 6.2216 0.1 -0.9 1.4
H -2.8198 -6.0765 -2.7787 -0.4 -0.4 -0.3
H 3.6626 -2.1293 5.7554 0.1 0.0 -0.2
H 3.0827 2.2981 4.2882 -0.1 0.0 0.0
H 3.3950 0.3803 9.2584 0.3 -0.5 -0.3
H 2.8661 -1.3536 9.2752 0.2 0.0 0.0
C -1.1256 -5.2038 -1.2645 -1.0 -0.6 -1.0
H 5.3732 5.5670 -2.9473 0.2 0.4 -0.1
C 1.8951 5.7212 -2.9548 -0.1 -0.4 0.3
C 1.4820 -0.6297 7.1853 -0.5 0.5 0.0
H -1.3435 -1.0305 1.4564 0.4 -0.5 -0.1
C -0.6122 -7.3557 -2.2935 1.0 -1.3 0.2
H 2.3437 7.4792 -4.1046 0.1 0.2 0.2
H 0.3915 5.2615 -5.4267 -0.3 0.0 0.0
H 2.9942 -3.1378 0.6101 0.1 -0.1 0.0
H -2.0347 -2.0937 -2.3437 0.0 0.0 -0.1
O -2.9326 -8.7555 -3.2255 0.1 0.6 0.2
H 0.4400 -0.4654 4.7205 0.1 -0.3 0.0
H -7.1285 -0.8501 -0.1920 0.3 -0.2 -0.3
H -0.2049 9.0412 -7.0053 0.1 -0.2 -0.1
H 0.8940 2.9414 -2.5644 0.4 0.4 0.3
C 1.5285 7.1113 -3.4804 0.8 -0.6 -0.9
H 0.4324 -0.1179 9.0027 0.0 0.0 0.0
H 3.3208 -2.3556 4.0363 -0.2 -0.3 0.0
H 2.2837 -3.4232 -0.9683 0.2 0.0 -0.2
C 3.3265 5.6420 -2.4077 0.1 0.7 -0.1
C 3.1557 -3.0209 -0.4621 0.1 0.0 0.7
N 0.3431 7.1435 -4.4078 -2.0 0.5 0.8
H 2.1281 0.9271 -3.4476 -0.3 0.4 -0.1
H -1.8163 -8.3479 -0.0840 0.0 0.0 0.0
C -1.8095 -1.2223 0.4902 -0.8 0.5 -1.2
C -6.4036 -1.1811 0.5545 0.2 1.4 -1.2
C 2.3726 1.4254 -2.5104 -0.4 0.0 0.2
H -1.8660 -4.6066 -0.7320 0.3 -0.4 0.6
C -0.6792 8.3782 -6.2846 -0.5 0.3 0.3

(2)
12
Properties=species:S:1:pos:R:3:forces:R:3 method="wB97M-V/def2-TZVPD" smiles="C=CC(S)(S)S" lumo_energy_ev=0.6 e_tot_ev=-35711.9654 largest_force_ev_per_a=3.775 e_homo_ev=-9.04 mol_weight_da=138.3 homo_lumo_gap_ha=0.3524
C 1.0372 -0.0824 0.0807 -2.1 2.6 1.7
C -0.3897 -0.2198 -0.5746 1.5 0.8 0.6
S 0.6710 -0.8620 1.6893 -1.1 -1.1 0.2
H -1.1866 1.5416 -0.2125 -0.9 0.7 0.2
H -0.4637 -1.1049 -1.0577 -0.1 -3.1 -1.2
S 1.3873 1.7138 0.6196 -0.2 -0.7 -1.2
H -2.3986 0.3501 -1.1117 1.0 0.1 0.3
C -1.4220 0.5852 -0.6441 0.2 1.0 0.4
H 2.0211 0.2381 -1.8904 0.1 0.1 -0.3
H 1.7358 -1.0575 2.4793 0.8 0.4 -0.7
S 2.3525 -0.6174 -0.9249 0.8 -1.2 -0.5
H 1.6614 2.0199 -0.6754 0.0 0.5 0.5